<i>
Density functional theory data (ωB97M-V with the def2-TZVPD basis set) for one molecule with the formula C3H11N3.

Results
- E_HOMO (spin up / spin down) (eV) = -3.54 / -10.09
- 2S+1 = 3
- LUMO (spin up / spin down) (eV) = 1.035 / -1.268
- gap between HOMO and LUMO (spin up / spin down) (eV) = 4.6 / 8.8

Last column: natural (NBO) charge in e.
Element x y z (Å)
1 N 1.704 -1.246 -0.128  -0.66
2 N 1.601 1.053 -0.321  -0.64
3 N 0.973 -0.103 -0.633  0.02
4 C -1.145 1.355 0.057  -0.66
5 C -1.365 -1.106 -0.032  -0.63
6 C -0.569 0.098 0.330  -0.16
7 H -1.481 1.950 0.968  0.21
8 H -0.632 1.945 -0.742  0.19
9 H 2.168 1.426 -1.120  0.37
10 H 1.988 -1.248 0.871  0.35
11 H 1.265 -2.157 -0.158  0.37
12 H -2.101 1.148 -0.550  0.18
13 H 2.312 1.062 0.409  0.34
14 H -0.619 -1.987 -0.227  0.16
15 H -1.996 -0.802 -0.942  0.21
16 H -2.024 -1.383 0.866  0.21
17 H -0.080 -0.004 1.353  0.16

=====

<ii>
Density functional theory data (ωB97M-V with the def2-TZVPD basis set) for a 2-piece molecular cluster, C3H11N3 overall.

Results
- E_HOMO (spin up / spin down) (eV) = -5.88 / -9.90
- 2S+1 = 3
- LUMO (spin up / spin down) (eV) = 1.007 / -1.108
- gap between HOMO and LUMO (spin up / spin down) (eV) = 6.9 / 8.8

Last column: natural (NBO) charge in e.
Element x y z (Å)
1 N -2.688 -0.255 -0.047  -0.25
2 N -3.126 -1.027 0.829  -0.33
3 N -1.525 0.053 -0.327  -0.18
4 C -1.209 1.111 -1.216  -0.48
5 C 1.319 -0.330 1.014  -0.63
6 C 2.255 -0.886 0.016  -0.62
7 H 3.388 -0.687 0.147  0.22
8 H 2.158 -1.992 0.158  0.20
9 H 1.803 -0.809 -1.119  0.20
10 H -2.382 -1.524 1.366  0.32
11 H -3.411 0.452 -0.553  0.30
12 H -0.499 1.767 -0.634  0.23
13 H 1.178 0.812 1.063  0.19
14 H 0.291 -0.664 0.979  0.23
15 H 1.619 -0.704 1.984  0.20
16 H -2.055 1.755 -1.465  0.18
17 H -0.732 0.664 -2.172  0.23

=====

Of them, <i> has the lowest stability.

=====

<i>
Density functional theory data (ωB97M-V with the def2-TZVPD basis set) for a 2-piece molecular cluster, CH2NO3S overall.

Results
- charge = -1
- E_HOMO (eV) = -1.61
- LUMO (eV) = 3.471
- gap between HOMO and LUMO (eV) = 5.1

Last column: natural (NBO) charge in e.
Element x y z (Å)
1 S -0.554 1.935 -0.154  0.54
2 O 0.215 3.085 0.503  -1.06
3 O -3.135 0.234 -0.834  -0.55
4 O -2.261 -0.675 1.095  -0.56
5 N 0.487 0.452 -0.070  -1.05
6 C -2.608 -0.119 0.137  1.01
7 H 0.273 -0.028 0.801  0.34
8 H 0.131 -0.117 -0.829  0.33

=====

<ii>
Density functional theory data (ωB97M-V with the def2-TZVPD basis set) for an isolated ion of composition CH2NO3S and charge -1.

Results
- charge = -1
- E_HOMO (eV) = -4.98
- LUMO (eV) = 4.269
- SMILES = C=NS(=O)(=O)[O-]
- gap between HOMO and LUMO (eV) = 9.3

Last column: natural (NBO) charge in e.
Element x y z (Å)
1 S 2.821 0.279 0.063  2.37
2 O 2.649 1.637 -0.430  -1.02
3 O 2.523 0.301 1.507  -1.01
4 O 3.999 -0.447 -0.401  -0.97
5 N 1.180 -0.651 -0.734  -0.57
6 C 0.350 -0.360 0.174  -0.13
7 H -0.647 -0.764 0.143  0.13
8 H 0.616 0.246 1.015  0.20

=====

Of them, <ii> has the lowest stability.

=====

<i>
Density functional theory data (ωB97M-V with the def2-TZVPD basis set) for one molecule with the formula C10H10N2O.

Results
- E_HOMO (eV) = -7.18
- LUMO (eV) = 0.756
- SMILES = C[C@H]1COc2c3ccccc3nn21
- gap between HOMO and LUMO (eV) = 7.9

Last column: natural (NBO) charge in e.
Element x y z (Å)
1 O -0.108 -0.405 -2.107  -0.46
2 N -0.101 0.980 -0.337  -0.17
3 N -0.341 0.991 0.971  -0.33
4 C -0.181 -0.331 -0.829  0.47
5 C 1.353 2.965 -0.960  -0.62
6 C 0.286 1.959 -1.365  -0.06
7 C -0.521 -2.616 0.264  -0.19
8 C 0.518 0.926 -2.484  -0.08
9 C -0.586 -0.868 2.661  -0.20
10 C -0.744 -2.312 2.696  -0.22
11 C -0.399 -0.309 1.380  0.09
12 C -0.364 -1.184 0.326  -0.19
13 C -0.827 -3.155 1.476  -0.25
14 H -1.366 -4.129 1.649  0.22
15 H 1.621 0.657 -2.482  0.19
16 H 2.324 2.399 -0.822  0.22
17 H 0.872 3.356 0.010  0.25
18 H -0.474 -3.221 -0.641  0.23
19 H 1.397 3.764 -1.630  0.22
20 H -0.702 2.585 -1.575  0.20
21 H -1.193 -2.747 3.677  0.22
22 H -0.683 -0.319 3.631  0.23
23 H 0.218 1.013 -3.510  0.22

=====

<ii>
Density functional theory data (ωB97M-V with the def2-TZVPD basis set) for C10H10N2O as an isolated structure.

Results
- E_HOMO (eV) = -8.10
- LUMO (eV) = 0.049
- gap between HOMO and LUMO (eV) = 8.1

Last column: natural (NBO) charge in e.
Element x y z (Å)
1 O 1.796 2.879 -0.607  -0.50
2 N 0.354 -1.580 -1.339  -0.43
3 N -2.909 -1.285 1.571  -0.86
4 C 2.990 1.860 -1.087  -0.36
5 C -0.913 0.967 0.972  -0.19
6 C -0.506 -2.562 -1.094  0.06
7 C 1.085 0.488 -0.612  -0.36
8 C -0.763 -0.297 0.506  -0.16
9 C -1.552 -1.421 0.949  0.23
10 C 0.878 1.857 -0.383  0.34
11 C -0.075 2.061 0.777  -0.22
12 C -1.335 -2.517 0.069  -0.29
13 C 0.196 -0.532 -0.564  0.18
14 H -1.744 1.252 1.583  0.19
15 H 2.886 0.910 -0.094  0.27
16 H 3.978 2.563 -1.297  0.21
17 H 1.805 0.055 -1.258  0.24
18 H -1.870 -3.557 0.415  0.20
19 H -0.294 2.844 1.389  0.22
20 H -3.253 -2.118 2.213  0.41
21 H -3.164 -0.020 1.887  0.41
22 H -0.561 -3.382 -1.762  0.20
23 H 2.967 1.535 -2.233  0.22

=====

Of them, <ii> has the lowest stability.

=====

<i>
Density functional theory data (ωB97M-V with the def2-TZVPD basis set) for a 3-piece molecular cluster, C3H8S overall.

Results
- E_HOMO (eV) = -8.62
- LUMO (eV) = 0.945
- gap between HOMO and LUMO (eV) = 9.6

Last column: natural (NBO) charge in e.
Element x y z (Å)
1 S -2.299 0.136 -0.083  0.04
2 C 0.236 0.983 0.563  -0.65
3 C -0.657 -0.207 0.284  -0.17
4 C -0.362 -1.468 0.497  -0.40
5 H 0.611 -1.740 0.663  0.19
6 H 2.275 -0.190 -2.167  0.01
7 H -1.156 -2.320 0.535  0.21
8 H 0.146 1.700 -0.228  0.21
9 H 1.343 0.745 0.628  0.22
10 H 1.903 -0.335 -1.362  -0.01
11 H -2.148 1.186 -0.841  0.11
12 H 0.109 1.510 1.511  0.24

=====

<ii>
Density functional theory data (ωB97M-V with the def2-TZVPD basis set) for a 2-piece molecular cluster, C3H8S overall.

Results
- E_HOMO (eV) = -9.01
- LUMO (eV) = 1.007
- SMILES = C=C.CS
- gap between HOMO and LUMO (eV) = 10.0

Last column: natural (NBO) charge in e.
Element x y z (Å)
1 S 0.029 1.426 1.334  -0.08
2 C 0.228 -0.516 -1.663  -0.37
3 C 1.353 1.009 2.542  -0.69
4 C 0.281 -1.630 -2.268  -0.42
5 H 1.070 0.301 3.207  0.22
6 H 1.732 1.897 2.998  0.22
7 H 1.254 -2.004 -2.655  0.20
8 H 2.163 0.649 1.871  0.22
9 H -0.705 -1.987 -2.568  0.20
10 H -0.725 -0.157 -1.408  0.17
11 H -0.989 0.657 1.619  0.12
12 H 1.013 0.308 -1.290  0.20

=====

Of them, <i> has the lowest stability.

=====

<i>
Density functional theory data (ωB97M-V with the def2-TZVPD basis set) for a 2-piece molecular cluster, C7H12N overall.

Results
- charge = +1
- E_HOMO (eV) = -13.39
- LUMO (eV) = -4.477
- gap between HOMO and LUMO (eV) = 8.9

Last column: natural (NBO) charge in e.
Element x y z (Å)
1 N -2.840 -0.106 -0.738  -0.68
2 C 1.189 -0.528 0.022  -0.17
3 C -1.695 0.223 -0.224  0.38
4 C 0.648 1.479 -1.532  -0.44
5 C -1.607 0.304 1.233  -0.74
6 C 2.677 -0.050 0.350  -0.61
7 C 0.697 -1.785 0.270  -0.28
8 C 0.568 0.523 -0.642  0.27
9 H -1.010 -0.429 1.602  0.27
10 H 2.712 0.803 1.006  0.24
11 H 3.315 0.176 -0.541  0.24
12 H -0.373 -1.857 0.293  0.20
13 H 1.682 1.789 -1.867  0.27
14 H 1.307 -2.549 0.674  0.23
15 H -3.603 -0.250 -0.069  0.41
16 H -2.677 0.418 1.640  0.21
17 H -0.106 1.875 -2.196  0.27
18 H -1.129 1.202 1.529  0.27
19 H 3.198 -0.877 0.871  0.25
20 H -2.953 -0.360 -1.681  0.43

=====

<ii>
Density functional theory data (ωB97M-V with the def2-TZVPD basis set) for an isolated ion of composition C7H12N and charge +1.

Results
- charge = +1
- E_HOMO (eV) = -13.09
- LUMO (eV) = -3.607
- SMILES = C=C[C@@]1([NH3+])CC12CC2
- gap between HOMO and LUMO (eV) = 9.5

Last column: natural (NBO) charge in e.
Element x y z (Å)
1 N -0.947 -1.477 0.328  -0.68
2 C -0.563 -0.186 -0.313  0.08
3 C 2.131 1.169 0.216  -0.37
4 C 0.395 -0.290 -1.464  -0.42
5 C -2.704 0.932 0.379  -0.34
6 C 2.277 -0.280 0.686  -0.40
7 C 1.151 0.092 -0.176  0.00
8 C -1.517 0.871 -0.219  -0.22
9 H 1.761 1.799 0.934  0.23
10 H -0.185 -2.122 0.238  0.45
11 H -3.206 1.793 0.475  0.22
12 H 0.660 -1.221 -1.828  0.22
13 H 3.009 -0.851 0.336  0.22
14 H -1.200 1.739 -0.540  0.22
15 H -1.402 -1.443 1.257  0.46
16 H -3.160 0.131 0.893  0.17
17 H 2.730 1.526 -0.477  0.23
18 H 2.050 -0.552 1.687  0.23
19 H -1.741 -2.015 -0.134  0.44
20 H 0.460 0.385 -2.277  0.26

=====

Of them, <i> has the lowest stability.